(1)
Molecular formula: C11H23BiBrNO2P2
Method: DFT, ωB97M-V/def2-TZVPD

Calculated values
energy relative to the best compared isomer or geometry (same formula, charge and spin)	470.1	kJ/mol
electronic energy	-4108.8495	hartree
total charge	+2
HOMO-LUMO gap	4.90	eV

Element x y z (Å)
P: -2.429 0.010 -1.538
H: 2.243 -0.488 2.384
P: 1.538 1.646 1.592
C: 2.352 0.534 2.712
C: 0.876 -1.965 -2.112
H: 3.654 -0.142 -1.733
Br: -0.319 3.839 -1.090
C: 2.138 3.211 2.098
O: -2.660 -4.358 1.789
H: 0.457 -2.768 -2.678
N: 0.428 0.056 -0.876
H: -3.148 -4.318 0.921
H: -2.238 -5.227 1.770
H: 3.163 3.160 2.455
H: -4.693 0.458 -0.645
C: -4.104 -0.405 -1.006
C: -0.039 -1.114 -1.462
H: 2.853 -2.164 -2.914
H: -1.779 -2.381 -1.927
H: 2.139 3.930 1.298
H: 1.562 3.634 2.908
H: -4.048 -1.114 -0.160
H: 3.437 0.735 2.791
H: -3.347 0.764 -3.754
H: 0.844 -1.672 3.974
C: 2.379 1.396 -0.005
H: 2.378 2.376 -0.498
H: -0.004 1.622 1.263
H: -4.669 -0.866 -1.832
H: 1.944 0.633 3.710
H: -1.663 1.360 -3.488
C: 2.623 -0.388 -1.695
C: 1.767 0.290 -0.828
C: -2.636 1.150 -3.005
Bi: -1.432 1.738 0.054
O: -0.093 -1.555 4.193
H: -0.648 -1.962 3.479
H: 3.422 1.194 0.275
C: -1.422 -1.418 -1.423
C: 2.188 -1.572 -2.306
H: -3.014 2.142 -2.694

(2)
Molecular formula: C33H66Br20FN3O5S
Method: DFT, ωB97M-V/def2-TZVPD

Calculated values
energy relative to the best compared isomer or geometry (same formula, charge and spin)	110.0	kJ/mol
electronic energy	-53815.5720	hartree
HOMO-LUMO gap	7.69	eV

Element x y z (Å)
Br: 6.514 -2.143 0.724
H: -1.435 -2.817 1.231
H: 6.288 -4.544 1.279
H: -7.283 -4.407 -8.174
O: 1.186 -1.447 0.754
H: -4.377 5.078 -5.492
H: -3.515 0.214 2.566
Br: -1.681 4.451 0.272
H: 8.312 0.050 -2.606
H: -7.270 5.771 2.260
H: 6.763 -5.595 8.272
C: -4.371 1.689 -1.247
C: -2.048 7.200 1.003
C: 2.252 1.540 -0.240
H: -1.212 0.972 -2.131
C: 8.317 -4.121 1.828
H: -2.404 0.594 1.290
C: 1.654 3.980 -0.022
C: -6.546 6.177 1.562
H: 5.136 -6.647 6.811
H: -1.595 1.898 -0.682
H: -3.195 3.153 -6.369
H: -2.654 5.457 -5.300
H: -3.229 -2.280 -2.597
C: 1.369 1.383 9.174
Br: -1.313 2.884 -4.798
C: -2.345 -3.975 -6.162
H: -2.534 -4.899 -6.698
C: 7.367 0.400 -3.010
C: -3.138 3.341 -5.299
H: -0.253 6.110 1.421
H: 5.832 -1.881 5.096
H: 1.960 2.965 -1.862
Br: 7.546 -1.979 -4.597
C: -2.889 -0.241 1.793
Br: 1.874 -1.332 8.411
H: 0.687 4.433 0.186
N: 4.443 -1.108 0.265
H: 7.340 1.488 -2.980
H: -0.186 -1.181 -1.625
C: -0.202 -1.159 0.537
H: 3.237 0.394 9.522
O: 5.258 -0.219 0.365
H: -6.117 7.090 1.971
Br: -7.534 6.738 -0.016
H: -8.280 -4.024 -9.593
H: 0.726 0.923 9.917
H: -4.776 5.069 2.052
C: -0.703 -1.686 -0.813
O: 3.224 -0.608 0.736
C: -1.973 1.596 -1.664
N: -3.202 0.839 -1.451
H: -3.547 -0.791 1.132
H: 6.079 0.027 -4.718
C: -5.458 5.198 1.213
H: -0.169 -2.341 2.317
Br: 3.053 -5.438 7.337
C: 7.143 -3.991 0.891
Br: 5.979 -0.183 -1.750
H: -4.896 5.491 0.333
H: -0.454 -0.110 0.694
H: -3.457 -2.284 -5.363
Br: -9.036 -4.095 -5.843
C: 2.072 -0.849 -0.104
H: -2.129 2.517 -2.230
H: -1.768 -1.418 -3.028
O: 1.637 0.317 -0.688
H: -9.795 -5.037 -7.991
H: 2.148 3.768 0.926
F: -2.642 -2.047 3.251
Br: -6.163 3.423 0.859
H: -3.791 2.648 -4.776
C: -3.451 4.783 -5.002
C: 4.791 -1.569 5.148
H: -0.392 -2.740 -0.860
H: -4.132 2.364 -0.437
C: 4.974 -5.609 7.091
H: -10.138 -3.299 -7.924
C: 1.522 2.713 -0.898
H: 4.365 -1.252 3.038
H: -4.638 2.287 -2.123
H: 1.764 2.318 9.565
H: -2.739 6.786 1.730
C: -0.940 -1.945 1.655
Br: 2.154 -1.726 4.063
H: 7.759 0.421 -5.125
C: -1.882 -1.111 2.512
H: 2.972 0.816 7.821
Br: -1.742 -4.471 -4.380
H: 2.259 4.738 -0.518
H: 5.280 -5.726 9.236
S: 2.554 -1.959 -1.516
H: -1.615 8.117 1.398
H: 4.248 -2.933 3.586
H: -1.501 -3.460 -6.617
Br: 4.849 0.349 5.472
C: 7.114 -0.089 -4.413
H: 3.282 1.584 -0.591
C: -2.607 -1.427 -2.331
Br: -5.169 -4.057 -5.682
C: 5.725 -5.280 8.353
H: 0.472 2.474 -1.064
Br: -3.108 7.742 -0.534
Br: 9.964 -3.501 0.998
Br: -7.566 -1.955 -8.459
H: -1.346 -0.536 3.268
C: -3.413 -0.134 -2.441
O: -4.223 0.020 -3.332
Br: 5.795 -3.360 8.661
H: 8.190 -3.547 2.741
C: -3.549 -3.070 -6.107
H: 2.218 -3.159 -1.018
C: -9.383 -4.059 -7.754
C: -0.967 6.232 0.609
Br: -3.763 5.086 -3.105
H: -0.440 6.529 -0.292
H: -3.733 -2.624 -7.082
C: -8.119 -3.817 -8.537
N: -2.150 -1.620 -0.949
H: 8.501 -5.164 2.080
H: -2.583 -2.446 -0.568
H: 5.246 -4.965 6.261
H: 4.320 -2.019 6.018
H: 2.187 1.682 0.835
Br: 0.231 1.892 7.680
C: 4.076 -1.895 3.862
H: 7.369 -4.336 -0.113
C: 2.492 0.482 8.735
H: -5.214 1.059 -0.973

(3)
Molecular formula: C3H5BO2
Method: DFT, ωB97M-V/def2-TZVPD

Calculated values
SMILES	C=C[C@H]1OB1O
energy relative to the best compared isomer or geometry (same formula, charge and spin)	147.8	kJ/mol
electronic energy	-292.6425	hartree
HOMO-LUMO gap	9.45	eV

Element x y z (Å)
C: 0.790 -0.464 0.109
H: 1.055 1.000 1.793
O: -0.173 -1.553 -0.202
H: -1.839 0.878 0.809
C: -0.851 1.128 1.193
O: -0.094 -0.577 -2.512
H: -0.439 -1.374 -2.980
H: -0.821 1.964 1.825
B: 0.214 -0.797 -1.262
H: 1.801 -0.840 0.207
C: 0.358 0.635 1.020

no.,HOMO energy (hartree),LUMO energy (Ha),largest force on an atom (hartree/bohr)
1,-0.508,-0.32795,0.0782
2,-0.306,-0.02282,0.0897
3,-0.335,0.01275,0.0542